[1]
Below is a molecular structure, C16H37As3NO2W in a non-equilibrium geometry, with properties calculated with ωB97M-V/def2-TZVPD.

```
60
Properties=species:S:1:pos:R:3
W -0.683 1.259 -2.843
C -2.157 -2.740 -3.298
As -1.421 -1.187 -2.321
C 0.151 -2.185 -1.658
C -2.653 -1.374 -0.743
C -2.452 -0.695 0.680
C -3.676 -1.209 1.482
C -2.561 0.868 0.658
As -1.358 1.944 -0.522
C -2.193 3.680 -0.090
C 0.220 2.245 0.604
C -1.130 -1.225 1.334
As -0.578 -1.142 3.293
C 0.028 0.708 3.528
C -2.205 -0.844 4.371
H -2.180 -3.636 -2.643
H -1.516 -2.960 -4.177
H -3.186 -2.514 -3.644
H -0.161 -3.087 -1.094
H 0.777 -1.534 -1.017
H 0.773 -2.490 -2.524
H -2.713 -2.473 -0.580
H -3.642 -1.061 -1.144
H -4.624 -0.965 0.954
H -3.787 -0.723 2.452
H -3.641 -2.312 1.621
H -2.501 1.274 1.686
H -3.574 1.112 0.273
H -2.262 3.813 1.009
H -3.213 3.712 -0.526
H -1.586 4.501 -0.525
H -0.075 2.679 1.577
H 0.881 2.977 0.096
H 0.776 1.296 0.724
H -0.266 -0.846 0.763
H -1.149 -2.325 1.186
H 0.956 0.870 2.947
H 0.266 0.866 4.600
H -0.772 1.414 3.242
H -2.893 -1.711 4.291
H -2.701 0.106 4.084
H -1.905 -0.739 5.433
O 2.751 2.381 -1.544
C 2.171 1.246 -1.609
O 1.141 0.848 -2.192
C 2.977 0.204 -0.779
N 4.239 0.877 -0.199
C 5.434 0.257 -0.804
C 4.908 -0.424 -2.050
C 3.537 -0.927 -1.627
H 2.383 -0.153 0.068
H 4.211 0.970 0.818
H 4.091 1.848 -0.584
H 5.822 -0.464 -0.079
H 6.176 1.035 -1.004
H 5.563 -1.232 -2.387
H 4.812 0.299 -2.869
H 3.645 -1.832 -1.017
H 2.915 -1.177 -2.492
H -0.191 2.898 -3.189
```

Output
* ⟨S²⟩: 2.044
* net charge: +3
* gap between HOMO and LUMO (alpha / beta): 2.8 / 3.6 eV
* DFT total energy: -7610.2658 a.u.
* spin multiplicity: 3
* largest force on an atom: 9.2 eV Å⁻¹
* LUMO (alpha / beta): -13.162 / -12.348 eV

Here are the Löwdin charges for atoms 1 to 8, given in e: W 1.295; C -0.246; As 1.017; C -0.265; C -0.313; C -0.622; C -0.057; C -0.264

[2]
Below is 3 unconnected molecules or ions with the total composition C16H37BrO4P in a non-equilibrium geometry, with properties calculated with ωB97M-V/def2-TZVPD.

```
59
Properties=species:S:1:pos:R:3
C 4.079 0.255 1.553
C 4.213 1.910 1.608
C 3.008 2.657 0.733
O 2.300 2.017 -0.233
O 2.742 4.077 1.010
C 1.533 4.119 1.867
C 0.220 4.797 1.156
P -1.119 3.510 0.607
C -1.781 2.576 2.134
Br -3.682 3.262 2.415
C -1.924 0.956 1.959
C -0.724 0.224 1.120
H 3.952 -0.164 0.457
H 3.171 -0.111 2.219
H 5.059 -0.168 2.086
H 4.140 2.284 2.738
H 5.278 2.193 1.194
H 1.840 4.769 2.817
H 1.266 3.042 2.286
H -0.308 5.572 1.892
H 0.624 5.433 0.234
H -2.155 4.289 -0.054
H -0.534 2.655 -0.413
H -1.196 2.909 3.119
H -2.991 0.661 1.533
H -1.898 0.497 3.060
H -0.231 -0.586 1.838
H -1.230 -0.389 0.242
H 0.149 0.923 0.774
C -5.313 -1.748 -1.935
C -5.599 -2.485 -0.637
O -5.134 -1.797 0.521
C -5.684 -0.501 0.753
C -7.194 -0.507 0.923
H -4.237 -1.564 -2.043
H -5.658 -2.335 -2.792
H -5.814 -0.778 -1.972
H -5.079 -3.448 -0.659
H -6.664 -2.713 -0.540
H -5.378 0.185 -0.044
H -5.226 -0.126 1.675
H -7.705 -0.867 0.027
H -7.556 0.503 1.134
H -7.483 -1.164 1.751
C 4.134 -4.730 -3.154
C 3.257 -3.641 -2.559
O 3.832 -3.009 -1.418
C 5.080 -2.350 -1.619
C 5.016 -1.235 -2.650
H 4.357 -5.497 -2.401
H 3.631 -5.205 -4.003
H 5.088 -4.336 -3.509
H 2.316 -4.091 -2.227
H 2.991 -2.893 -3.312
H 5.855 -3.081 -1.875
H 5.369 -1.921 -0.653
H 4.739 -1.608 -3.639
H 5.988 -0.742 -2.737
H 4.268 -0.489 -2.360
```

Output
* net charge: +1
* gap between HOMO and LUMO: 7.7 eV
* DFT total energy: -3847.6716 a.u.
* largest force on an atom: 8.9 eV Å⁻¹
* LUMO: -3.670 eV

Here are the Löwdin charges for atoms 1 to 8, given in e: C -0.118; C -0.126; C -0.243; O -0.038; O -0.106; C -0.222; C -0.278; P 1.011

[3]
Below is 7 unconnected molecules or ions with the total composition C16H37Cl8NO3 in a non-equilibrium geometry, with properties calculated with ωB97M-V/def2-TZVPD.

```
65
Properties=species:S:1:pos:R:3
Cl 9.731 -11.962 -21.699
C 9.705 -13.377 -22.786
C 11.033 -14.212 -22.518
Cl 12.497 -13.323 -23.022
H 9.476 -13.058 -23.803
H 8.812 -13.981 -22.625
H 11.053 -15.092 -23.161
H 11.107 -14.578 -21.494
Cl 2.335 -17.689 -22.085
C 2.049 -19.247 -22.701
C 3.230 -19.656 -23.582
Cl 3.686 -18.506 -24.854
H 1.145 -19.147 -23.301
H 1.913 -20.010 -21.935
H 3.077 -20.612 -24.084
H 4.107 -19.802 -22.951
Cl 7.447 -22.095 -22.753
C 8.226 -23.460 -23.498
C 9.721 -23.452 -23.040
Cl 10.802 -24.798 -23.549
H 8.209 -23.309 -24.577
H 7.590 -24.285 -23.178
H 9.655 -23.524 -21.955
H 10.143 -22.499 -23.358
Cl 4.980 -14.027 -20.698
C 4.507 -12.399 -21.246
C 3.065 -12.225 -21.082
Cl 2.589 -10.536 -21.182
H 4.872 -12.092 -22.226
H 4.952 -11.741 -20.499
H 2.641 -12.651 -20.173
H 2.583 -12.807 -21.867
C 4.813 -19.724 -17.403
C 5.138 -20.392 -18.730
C 5.685 -19.451 -19.758
O 5.853 -21.579 -18.623
H 4.135 -18.883 -17.551
H 5.660 -19.191 -16.970
H 4.523 -20.439 -16.633
H 4.176 -20.788 -19.056
H 6.590 -18.969 -19.388
H 4.962 -18.652 -19.924
H 5.710 -19.966 -20.718
H 6.709 -21.455 -18.206
C 11.059 -19.848 -20.892
C 11.234 -18.323 -21.133
C 11.044 -17.640 -19.818
O 12.488 -17.956 -21.560
H 10.162 -20.140 -20.348
H 11.759 -20.254 -20.162
H 11.222 -20.392 -21.822
H 10.493 -17.893 -21.807
H 10.022 -17.524 -19.458
H 11.440 -16.625 -19.781
H 11.591 -18.228 -19.080
H 12.472 -18.376 -22.424
O 8.597 -16.517 -23.427
C 7.877 -17.381 -22.995
N 8.193 -18.713 -23.073
C 6.575 -17.143 -22.211
H 9.121 -18.931 -23.406
H 7.383 -19.317 -23.045
H 6.169 -16.139 -22.334
H 6.901 -17.277 -21.179
H 5.886 -17.949 -22.463
```

Output
* ⟨S²⟩: 0.751
* net charge: -1
* gap between HOMO and LUMO (alpha / beta): 1.9 / 9.8 eV
* DFT total energy: -4593.7948 a.u.
* spin multiplicity: 2
* largest force on an atom: 3.0 eV Å⁻¹
* LUMO (alpha / beta): 2.242 / 2.211 eV

Here are the Löwdin charges for atoms 1 to 8, given in e: Cl 0.500; C -0.633; C -0.646; Cl 0.505; H 0.068; H 0.047; H 0.047; H 0.060

[4]
Below is 2 unconnected molecules or ions with the total composition C16H37F3N3O6PS in a non-equilibrium geometry, with properties calculated with ωB97M-V/def2-TZVPD.

```
67
Properties=species:S:1:pos:R:3
C -3.928 3.404 1.945
C -4.488 2.880 0.570
O -3.401 2.194 -0.100
P -3.346 0.561 0.301
O -3.770 -0.204 -0.925
C -1.569 0.176 0.634
C -0.984 0.829 1.939
C 0.543 1.120 1.901
S 1.592 -0.383 1.570
C 1.453 -0.735 -0.243
C 2.813 -1.152 -0.885
C 2.452 -1.939 -2.195
O 1.897 -3.232 -1.925
C 0.886 -1.739 2.593
C 0.815 -3.122 1.873
N 2.004 -3.458 1.123
N 0.678 -4.160 2.959
N -0.419 -3.238 1.079
O -4.231 0.232 1.668
C -4.659 -1.141 1.728
C -4.132 -1.746 3.097
H -4.529 4.252 2.314
H -2.891 3.738 1.717
H -3.836 2.565 2.659
H -5.391 2.253 0.697
H -4.792 3.724 -0.083
H -0.967 0.541 -0.224
H -1.426 -0.922 0.687
H -1.306 0.241 2.821
H -1.486 1.819 2.051
H 0.828 1.470 2.917
H 0.828 1.920 1.194
H 0.644 -1.474 -0.430
H 1.109 0.208 -0.724
H 3.424 -1.773 -0.206
H 3.397 -0.254 -1.172
H 1.689 -1.309 -2.702
H 3.376 -2.016 -2.790
H 0.970 -3.240 -2.157
H 1.569 -1.863 3.460
H -0.109 -1.519 3.026
H 2.808 -3.585 1.723
H 1.807 -4.272 0.556
H 0.026 -3.806 3.659
H 1.585 -4.277 3.405
H -0.581 -4.222 0.871
H -1.168 -3.011 1.735
H -5.765 -1.162 1.783
H -4.251 -1.782 0.929
H -4.863 -2.512 3.407
H -3.122 -2.155 2.887
H -4.011 -0.948 3.851
C 1.585 3.442 -4.096
C 2.202 2.332 -4.934
O 3.612 2.312 -4.924
C 4.298 1.677 -3.806
O 3.853 0.468 -3.568
C 4.316 2.567 -2.518
F 4.480 3.881 -2.812
F 5.361 2.246 -1.723
F 3.212 2.489 -1.739
H 2.153 4.369 -4.189
H 0.553 3.626 -4.412
H 1.549 3.175 -3.042
H 1.933 2.522 -5.978
H 1.775 1.356 -4.684
H 5.348 1.762 -4.147
```

Output
* net charge: 0
* gap between HOMO and LUMO: 5.3 eV
* DFT total energy: -2286.6105 a.u.
* largest force on an atom: 3.5 eV Å⁻¹
* LUMO: -0.809 eV

Here are the Löwdin charges for atoms 1 to 8, given in e: C -0.076; C -0.268; O -0.217; P 0.622; O -0.288; C -0.201; C -0.258; C -0.307